Formula: C48H91FN2O12P
Source: OMol25
Level of theory: wB97M-V/def2-TZVPD

Its molecular weight is 938.2 g/mol. The value obtained for the energy above the lowest of the compared OMol25 structures with the same formula, charge and spin is 92.2 kcal per mole. The total energy comes out at -3336.659829 Ha. Its LUMO energy is -3.5 eV. The frontier orbital gap comes out at 7.03 eV.

The geometry in ORCA input format:
```
! RIJCOSX wB97M-V def2-TZVPD def2/J DEFGRID3
* xyz 1 1
C 1.8098 3.7372 -3.4518
C 0.5270 2.7623 -3.4467
O 0.1494 2.2034 -4.5187
N -0.2281 2.4322 -2.2195
C -0.6639 3.6340 -1.4574
C -0.2537 3.6578 0.1131
O -1.2729 4.6191 -1.9420
C -1.3197 1.4820 -2.4731
N -1.2201 0.2260 -2.0561
C -0.1669 -0.4914 -1.2836
C 1.3239 -0.2543 -1.7994
O 1.7773 -0.5683 -2.9050
F 2.2244 0.4397 -0.9059
C -2.3842 -0.6260 -2.4347
C -3.2918 0.1568 -3.5090
C -2.7326 1.6735 -3.2181
P -4.0138 2.3198 -1.9642
C -4.5151 4.1141 -2.2836
C -3.5105 2.0087 -0.1635
H 2.3700 3.5601 -4.4296
H 2.4439 3.4187 -2.5380
H 1.4126 4.8038 -3.3608
H -1.0452 3.1870 0.7862
H 0.6927 2.9980 0.1854
H 0.0642 4.7130 0.4512
H -0.4122 -1.6147 -1.3587
H -0.2708 -0.1896 -0.1759
H -2.8733 -1.2348 -1.6013
H -1.9046 -1.4595 -3.0784
H -3.3028 -0.1981 -4.5951
H -4.3281 0.1518 -3.0091
H -2.7237 2.2763 -4.1922
H -5.4045 4.1215 -2.9991
H -4.8520 4.5829 -1.2932
H -3.7043 4.7752 -2.7417
H -3.2494 3.0241 0.3205
H -2.6625 1.2438 -0.0268
H -4.4317 1.5356 0.3525
C -1.8535 -2.8333 3.8667
C -1.4811 -1.3825 4.0790
C -0.6039 -1.1026 2.8736
O -1.0761 -1.9459 1.8128
C -1.9894 -2.9076 2.3608
H -2.7615 -3.1348 4.3913
H -1.0346 -3.4791 4.2000
H -2.3809 -0.7594 4.0391
H -0.9759 -1.1916 5.0273
H 0.4406 -1.3661 3.0713
H -0.6456 -0.0559 2.5586
H -2.9989 -2.6302 2.0389
H -1.7587 -3.8996 1.9678
C -0.4239 -5.9818 -2.3195
C 0.9768 -5.6211 -1.8757
C 0.9480 -4.1071 -1.9372
O -0.4030 -3.7064 -1.6591
C -1.2470 -4.8669 -1.7056
H -0.7449 -6.9739 -1.9979
H -0.4898 -5.9376 -3.4117
H 1.1347 -5.9503 -0.8432
H 1.7610 -6.0573 -2.4964
H 1.2060 -3.7445 -2.9377
H 1.6248 -3.6450 -1.2141
H -1.5400 -5.1091 -0.6784
H -2.1482 -4.6438 -2.2813
C 6.7758 4.8683 -3.7618
C 6.9415 3.4313 -4.2029
C 5.9492 2.7111 -3.3143
O 4.8821 3.6352 -3.0475
C 5.2879 4.9421 -3.4800
H 7.1051 5.5969 -4.5045
H 7.3400 5.0405 -2.8392
H 6.6457 3.3294 -5.2525
H 7.9595 3.0534 -4.0969
H 6.4012 2.4358 -2.3561
H 5.5461 1.8094 -3.7812
H 4.7237 5.1849 -4.3878
H 5.0420 5.6773 -2.7099
C 10.3653 -0.7348 -1.6473
C 9.2282 -0.7167 -0.6506
C 8.6443 0.6650 -0.8631
O 8.8697 1.0045 -2.2401
C 9.7837 0.0536 -2.8040
H 10.6829 -1.7390 -1.9337
H 11.2306 -0.2069 -1.2327
H 8.4893 -1.4799 -0.9173
H 9.5430 -0.8919 0.3792
H 9.1547 1.4112 -0.2464
H 7.5749 0.7057 -0.6451
H 9.2169 -0.5951 -3.4810
H 10.5487 0.5769 -3.3822
C 6.2507 2.0615 3.2089
C 7.1319 1.2875 4.1634
C 7.7855 0.2780 3.2406
O 7.8876 0.8989 1.9514
C 7.1007 2.0981 1.9544
H 5.9799 3.0557 3.5687
H 5.3281 1.5025 3.0192
H 7.8914 1.9519 4.5884
H 6.5867 0.8221 4.9863
H 7.1679 -0.6201 3.1321
H 8.7786 -0.0217 3.5833
H 7.7890 2.9502 1.9661
H 6.5014 2.1471 1.0421
C -6.8100 -3.8652 1.1718
C -7.1549 -2.7860 0.1706
C -5.8286 -2.0718 0.0071
O -4.8001 -3.0508 0.2166
C -5.3981 -4.2354 0.7630
H -7.4944 -4.7150 1.1552
H -6.8086 -3.4458 2.1835
H -7.4529 -3.2427 -0.7792
H -7.9585 -2.1234 0.4975
H -5.7036 -1.2875 0.7621
H -5.7128 -1.6235 -0.9836
H -5.3997 -5.0014 -0.0201
H -4.7986 -4.5964 1.6022
C -1.3544 -8.3939 2.3563
C 0.0417 -8.0331 2.8107
C 0.0084 -6.5185 2.7600
O -1.3434 -6.1229 3.0329
C -2.1833 -7.2850 2.9731
H -1.6750 -9.3891 2.6688
H -1.4142 -8.3420 1.2638
H 0.1945 -8.3690 3.8415
H 0.8307 -8.4630 2.1913
H 0.2713 -6.1479 1.7627
H 0.6795 -6.0598 3.4900
H -2.4818 -7.5352 3.9967
H -3.0816 -7.0600 2.3934
C -12.3034 -0.6643 1.9244
C -12.0683 -1.9149 2.7414
C -10.7832 -2.4479 2.1397
O -10.0374 -1.3116 1.6800
C -10.8909 -0.1587 1.7083
H -12.9467 0.0674 2.4159
H -12.7569 -0.9286 0.9633
H -11.9068 -1.6474 3.7908
H -12.8898 -2.6317 2.6947
H -10.9849 -3.0888 1.2747
H -10.1856 -3.0124 2.8596
H -10.5662 0.4780 2.5385
H -10.7832 0.4016 0.7768
C 1.7984 8.9762 1.8309
C 1.2911 9.0453 0.4079
C 1.0205 7.5865 0.0981
O 0.6574 6.9590 1.3366
C 0.9534 7.8609 2.4133
H 1.7000 9.9148 2.3785
H 2.8544 8.6863 1.8348
H 0.3560 9.6139 0.3749
H 1.9947 9.5052 -0.2880
H 1.9193 7.0869 -0.2801
H 0.2162 7.4547 -0.6300
H 0.0030 8.2438 2.8000
H 1.4637 7.3220 3.2146
*
```